This record from the Open Molecules 2025 dataset describes a molecular structure, C27H43BeBrN2OP2. The level of theory is ωB97M-V/def2-TZVPD.

Results
* ΔE to the lowest compared entry with this formula, charge and spin: 74.96 kcal/mol
* max |F|: 3.50 eV/Å
* net charge: +2
* Kohn-Sham gap: 0.298 Eh

```
77
Properties=species:S:1:pos:R:3:forces:R:3:mulliken_charge:R:1
C 2.588735 4.093599 -0.280369 -0.889 0.666 -0.982 -0.18
C 1.600438 3.334507 -0.957030 0.554 0.596 -0.407 0.89
C 1.600480 3.327131 -2.376686 -0.063 1.289 0.813 -0.33
C 2.503147 4.179184 -3.029608 0.264 -0.315 -0.117 -0.41
N 3.408771 4.935784 -2.395670 -0.394 -0.212 0.378 -0.53
C 3.421852 4.915612 -1.056411 0.357 -0.253 0.148 -0.49
C 0.537820 2.729444 -0.204354 -1.986 -1.772 1.321 -0.18
C -0.342776 2.124262 0.430812 0.955 1.642 -0.783 0.07
C -1.674040 1.954896 1.047392 0.638 0.342 -0.260 1.09
C -2.240760 0.830978 1.674591 -1.106 -0.239 0.522 -0.88
C -3.614444 0.785675 1.975912 0.797 -0.332 -0.755 -0.92
C -4.431640 1.771274 1.505934 -1.771 0.901 0.036 -0.24
C -3.921866 3.026842 1.101159 0.992 -1.144 0.178 -0.44
C -2.520133 3.082367 0.907663 -0.895 -0.386 -0.125 -1.09
Be -0.887071 -0.723159 1.467803 2.576 -0.574 -2.301 0.46
P 1.458851 -0.398987 0.218244 0.746 -0.173 0.579 0.44
H 0.760382 2.936963 -2.933383 0.138 -0.453 0.007 0.47
H 2.500837 4.282446 0.783700 0.262 -0.376 0.008 0.49
H 2.495506 4.266853 -4.133874 -0.041 -0.099 0.796 0.38
H 4.134265 5.604880 -0.556492 -0.523 -0.556 -0.435 0.38
H -2.029635 3.978212 0.545432 -0.299 0.046 -0.010 0.55
H -1.894033 -0.075777 2.220953 -0.076 1.404 0.329 0.84
H -4.556453 3.897091 0.949784 0.121 -0.282 -0.144 0.51
H -4.061055 -0.064897 2.477069 0.192 -0.066 -0.119 0.58
C 2.108126 -2.086955 0.611284 -0.386 0.246 0.017 -0.91
C 3.304928 -2.595529 -0.182334 0.204 -0.378 0.078 -1.51
H 1.252403 -2.771059 0.501091 0.283 -0.018 0.108 0.58
H 2.341478 -2.048483 1.686042 -0.080 -0.124 -0.178 0.61
H 3.477249 -3.632851 0.137272 0.159 0.229 -0.308 0.45
H 3.126944 -2.583024 -1.265702 0.018 -0.105 0.300 0.25
H 4.220335 -2.022476 0.015652 -0.360 -0.227 -0.083 0.32
C 1.931461 -0.123112 -1.585417 -0.748 -0.055 0.161 -0.11
C 3.324788 0.421531 -1.922852 0.148 0.040 -0.073 -1.75
H 1.168091 0.572842 -1.972932 0.226 -0.231 0.034 0.35
H 1.775396 -1.084315 -2.105724 -0.022 0.380 0.258 0.59
H 3.352268 0.601838 -3.010647 0.072 -0.032 0.410 0.44
H 3.522707 1.381552 -1.422408 -0.013 -0.355 -0.181 0.31
H 4.133929 -0.285468 -1.678411 -0.404 0.276 -0.123 0.31
C 2.637434 0.652936 1.189708 -0.421 0.060 -0.096 0.47
C 4.107774 0.239466 1.278960 0.098 0.280 0.076 -1.61
H 2.215260 0.677386 2.210426 0.128 0.062 -0.297 0.09
H 2.517733 1.664991 0.778532 0.243 -0.277 0.294 -0.37
H 4.600488 0.983235 1.921369 0.084 -0.333 -0.168 0.45
H 4.223148 -0.751679 1.736232 0.036 0.339 -0.059 0.36
H 4.614642 0.241406 0.304343 -0.195 0.017 0.448 0.26
Br -6.321042 1.231895 1.472799 1.219 0.943 0.060 -0.11
P -1.626036 -1.632734 -0.692306 -0.975 -0.819 0.134 1.23
C -0.595391 -2.588453 -1.927565 0.492 0.645 0.572 -0.33
C -1.229236 -3.829774 -2.557593 -0.132 -0.101 -0.173 -1.42
H 0.320111 -2.853280 -1.363928 -0.299 -0.014 -0.528 0.22
H -0.313317 -1.862361 -2.711544 0.009 -0.288 0.351 0.40
H -0.478944 -4.304847 -3.203153 -0.189 0.081 0.168 0.44
H -1.538625 -4.572568 -1.811917 0.099 0.191 -0.215 0.29
H -2.094880 -3.587350 -3.192390 0.310 -0.041 0.289 0.26
C -2.759528 -2.921346 0.003808 0.194 0.201 0.127 -0.87
C -4.084233 -3.189495 -0.700868 -0.212 -0.242 0.016 -1.36
H -2.908023 -2.585737 1.043681 -0.289 -0.289 -0.215 0.48
H -2.168267 -3.847432 0.062289 -0.100 0.242 0.134 0.54
H -4.680437 -3.859856 -0.069487 0.030 0.150 -0.216 0.45
H -4.666545 -2.273905 -0.863877 0.138 -0.222 0.047 0.28
H -3.933515 -3.694322 -1.666345 -0.062 0.227 0.325 0.25
C -2.647697 -0.488192 -1.750219 0.411 0.295 0.706 -0.52
C -3.132822 -0.951925 -3.130288 -0.057 -0.078 -0.010 -1.34
H -1.999925 0.401631 -1.841051 -0.283 -0.131 -0.090 0.32
H -3.492087 -0.185157 -1.112154 0.150 0.000 -0.169 0.39
H -3.690557 -0.121454 -3.589550 0.187 -0.291 0.116 0.44
H -2.297068 -1.197484 -3.802731 -0.296 0.032 0.241 0.31
H -3.815363 -1.813967 -3.063227 0.346 0.354 -0.064 0.24
C 0.020227 0.922391 4.223688 0.155 0.461 0.538 -1.05
C 0.014046 -0.553019 4.014322 0.362 -1.862 -0.114 1.09
N 0.431270 -1.352202 5.006192 -0.484 1.077 -1.104 -0.35
O -0.348567 -1.148903 2.928939 -0.060 0.507 -0.140 -0.79
H 0.502315 1.093381 5.202499 -0.340 0.251 -0.453 0.51
H -1.016447 1.313759 4.259958 0.534 -0.206 -0.077 0.26
H 0.600505 1.491568 3.462843 -0.501 -0.635 0.275 0.17
H 0.479347 -2.363071 4.875550 -0.103 0.450 0.133 0.27
H 0.676978 -0.923209 5.886592 0.125 -0.340 0.042 0.24
```
Forces are in eV/Å.